# C35H93N7O9

A cluster of 9 separate species, C35H93N7O9 in total at a distorted geometry (ωB97M-V with the def2-TZVPD basis set, the OMol25 dataset).

```
144
Properties=species:S:1:pos:R:3
C -1.558 0.737 2.963
C -0.425 0.903 1.913
C 0.592 -0.207 2.330
C -0.873 0.522 0.460
C 0.033 0.955 -0.639
C 0.379 2.403 -0.499
C 0.858 2.871 0.918
C 2.378 2.607 1.110
C 0.593 4.354 1.024
N 0.033 2.262 2.024
O 0.618 2.522 3.250
H -2.057 -0.223 2.826
H -1.269 0.729 4.014
H -2.355 1.478 2.907
H 1.637 -0.005 2.095
H 0.603 -0.394 3.404
H 0.435 -1.203 1.916
H -1.129 -0.530 0.587
H -1.911 0.742 0.209
H 0.988 0.433 -0.585
H -0.417 0.749 -1.610
H -0.452 3.096 -0.633
H 1.182 2.491 -1.231
H 2.687 1.569 1.233
H 2.784 3.203 1.928
H 2.977 2.841 0.230
H 0.861 4.860 0.096
H 0.885 4.829 1.961
H -0.490 4.478 0.995
H -0.043 2.877 3.849
C 1.544 -3.574 -3.690
O 0.242 -2.923 -3.366
C -0.129 -3.039 -2.024
C -0.651 -4.373 -1.569
C -2.053 -4.492 -2.019
N -0.664 -4.536 -0.137
H 2.372 -3.162 -3.113
H 1.776 -3.497 -4.752
H 1.570 -4.641 -3.468
H 0.758 -2.733 -1.469
H -0.812 -2.267 -1.672
H 0.000 -5.080 -2.085
H -2.667 -3.684 -1.620
H -2.397 -5.511 -1.842
H -2.028 -4.253 -3.082
H -0.913 -5.475 0.141
H -1.466 -4.038 0.223
C 6.406 0.104 0.009
O 5.831 -1.135 0.212
C 4.587 -1.160 -0.498
C 3.772 -2.427 -0.170
C 3.577 -2.592 1.309
N 4.439 -3.602 -0.674
H 7.328 0.302 0.555
H 5.803 0.955 0.327
H 6.796 0.136 -1.008
H 3.913 -0.352 -0.215
H 4.610 -1.197 -1.588
H 2.756 -2.368 -0.562
H 4.447 -2.595 1.965
H 3.129 -3.553 1.563
H 2.962 -1.784 1.706
H 5.417 -3.353 -0.649
H 4.311 -4.430 -0.109
C 1.558 4.803 -3.012
O 0.307 4.646 -3.629
C -0.594 5.747 -3.337
C -1.536 6.116 -4.496
C -2.589 5.126 -4.687
N -0.756 6.123 -5.657
H 1.958 3.807 -3.204
H 1.542 4.834 -1.923
H 2.231 5.508 -3.500
H -1.165 5.410 -2.472
H 0.031 6.605 -3.087
H -2.040 7.066 -4.319
H -3.260 5.202 -3.832
H -2.079 4.170 -4.570
H -3.037 5.120 -5.681
H -0.303 5.222 -5.596
H -0.138 6.922 -5.665
C -5.768 0.695 -1.961
O -5.781 0.652 -0.484
C -6.622 -0.347 0.045
C -6.221 -0.523 1.561
C -5.002 -1.432 1.683
N -7.164 -1.093 2.525
H -5.627 1.735 -2.254
H -6.714 0.330 -2.362
H -4.839 0.236 -2.297
H -7.654 -0.089 -0.192
H -6.547 -1.331 -0.420
H -5.856 0.443 1.911
H -4.256 -0.951 1.050
H -5.052 -2.421 1.227
H -4.527 -1.471 2.663
H -7.913 -0.420 2.606
H -6.852 -1.221 3.477
C -3.930 -4.898 6.003
O -2.588 -5.344 5.938
C -1.828 -4.482 5.021
C -0.310 -4.846 5.189
C 0.519 -3.775 4.471
N -0.131 -6.109 4.506
H -3.930 -3.857 6.324
H -4.541 -5.516 6.661
H -4.429 -4.972 5.036
H -2.239 -4.474 4.011
H -1.869 -3.414 5.238
H -0.043 -4.881 6.245
H 1.555 -3.910 4.780
H 0.399 -2.716 4.702
H 0.516 -3.886 3.387
H -0.317 -5.976 3.523
H 0.858 -6.286 4.400
C 4.552 3.484 -4.807
O 4.459 2.754 -3.538
C 4.751 1.352 -3.683
C 3.637 0.531 -4.312
C 2.302 0.683 -3.452
N 4.091 -0.842 -4.407
H 5.571 3.873 -4.793
H 3.836 4.303 -4.876
H 4.377 2.796 -5.634
H 5.627 1.141 -4.296
H 5.087 1.043 -2.693
H 3.343 0.946 -5.276
H 2.404 1.013 -2.418
H 1.778 -0.268 -3.541
H 1.642 1.435 -3.885
H 4.850 -0.859 -5.072
H 3.320 -1.277 -4.893
C -3.500 3.300 0.088
O -4.991 3.259 0.085
H -3.124 2.480 0.699
H -3.062 3.064 -0.881
H -3.046 4.275 0.266
H -5.267 2.377 -0.176
C 1.223 -0.547 6.676
O 2.326 0.315 7.098
H 0.951 -0.102 5.719
H 1.653 -1.518 6.430
H 0.502 -0.444 7.486
H 3.176 -0.068 6.869
```

Kohn-Sham gap = 8.7 eV
LUMO energy = 0.42 eV
net charge = 0
energy above the lowest of the compared OMol25 structures with the same formula, charge and spin = 490.1 kJ/mol
total energy = -2449.393741 Eh
SMILES = CC1(C)CCCC(C)(C)N1O.COC[C@H](C)N.COC[C@H](C)N.COC[C@H](C)N.COC[C@H](C)N.COC[C@H](C)N.COC[C@H](C)N.CO.CO